(1)
The following is a quantum chemistry calculation of C49H61NO5P2PbSi3 as an isolated structure at a distorted geometry, from the Open Molecules 2025 dataset.

- relative energy (zero: lowest compared OMol25 entry of this formula, charge and spin) (eV) = 0.1834
- net charge = +2
- spin multiplicity = 1
- E (a.u.) = -4078.256568

Last column: Löwdin charge in e.
Geometry (Å):
Pb (-0.320, 0.837, 0.333)  1.327
C (3.895, 1.183, -0.726)  -0.175
O (2.787, 2.102, -0.554)  -0.177
Si (2.680, 2.636, 1.840)  0.628
C (4.403, 2.061, 2.284)  -0.153
C (2.918, 4.263, 0.942)  -0.166
C (1.150, 2.028, 2.497)  -0.560
Si (1.523, 1.052, 4.111)  0.408
C (0.081, 0.622, 5.258)  -0.157
C (2.300, -0.607, 3.658)  -0.159
C (2.669, 1.996, 5.267)  -0.158
Si (-0.098, 3.464, 2.713)  0.361
C (-1.672, 3.043, 3.658)  -0.159
C (0.628, 4.942, 3.611)  -0.155
C (-0.750, 4.014, 1.013)  -0.213
H (4.780, 1.573, -0.226)  0.103
H (2.928, 2.855, -1.150)  0.100
H (4.118, 1.106, -1.789)  0.110
H (5.104, 2.244, 1.470)  0.037
H (4.460, 1.012, 2.571)  0.028
H (4.768, 2.643, 3.131)  0.053
H (3.816, 4.243, 0.318)  0.051
H (3.067, 5.063, 1.668)  0.043
H (2.066, 4.550, 0.323)  0.031
H (-0.592, -0.177, 4.938)  0.037
H (-0.526, 1.481, 5.537)  0.023
H (0.548, 0.263, 6.178)  0.056
H (1.689, -1.218, 2.986)  -0.002
H (2.464, -1.190, 4.568)  0.057
H (3.274, -0.493, 3.180)  0.016
H (2.213, 2.935, 5.588)  0.033
H (3.639, 2.232, 4.838)  0.010
H (2.852, 1.405, 6.167)  0.049
H (-1.504, 2.975, 4.731)  0.028
H (-2.185, 2.134, 3.328)  0.010
H (-2.370, 3.869, 3.498)  0.054
H (0.975, 4.647, 4.604)  0.032
H (-0.131, 5.716, 3.751)  0.050
H (1.466, 5.401, 3.092)  0.017
H (-1.462, 3.293, 0.596)  -0.025
H (0.030, 4.193, 0.268)  0.011
H (-1.318, 4.941, 1.121)  0.053
C (-2.443, -4.204, -5.590)  -0.026
C (-2.297, -2.880, -4.836)  -0.423
C (-2.949, -1.752, -5.667)  0.005
C (-2.996, -2.922, -3.487)  -0.086
C (-4.169, -3.633, -3.264)  0.010
C (-4.842, -3.574, -2.053)  -0.038
C (-4.344, -2.800, -1.023)  -0.057
C (-3.164, -2.086, -1.206)  -0.275
P (-2.467, -1.124, 0.179)  1.008
C (-2.490, -2.400, 1.478)  -0.386
C (-3.456, -2.522, 2.471)  -0.087
C (-3.318, -3.499, 3.447)  -0.056
C (-2.229, -4.359, 3.432)  -0.059
C (-1.286, -4.269, 2.415)  -0.059
C (-1.416, -3.289, 1.443)  -0.113
C (-3.759, 0.120, 0.496)  -0.380
C (-3.990, 0.650, 1.766)  -0.120
C (-4.885, 1.698, 1.934)  -0.064
C (-5.526, 2.251, 0.835)  -0.057
C (-5.282, 1.745, -0.436)  -0.057
C (-4.406, 0.685, -0.608)  -0.083
C (-2.518, -2.149, -2.435)  -0.191
O (-1.364, -1.398, -2.544)  -0.026
C (-0.468, -1.741, -3.523)  -0.191
C (0.830, -1.267, -3.353)  -0.265
C (1.791, -1.568, -4.316)  -0.079
C (1.455, -2.350, -5.403)  -0.041
C (0.154, -2.810, -5.549)  0.013
C (-0.838, -2.509, -4.626)  -0.080
P (1.243, -0.190, -1.937)  1.051
C (1.661, 1.359, -2.818)  -0.378
C (0.710, 2.379, -2.732)  -0.129
C (0.918, 3.608, -3.341)  -0.058
C (2.083, 3.829, -4.062)  -0.053
C (3.015, 2.808, -4.193)  -0.046
C (2.809, 1.582, -3.578)  -0.108
C (2.689, -0.983, -1.157)  -0.303
C (2.766, -2.312, -1.184)  -0.025
C (3.595, -3.064, -0.187)  -0.155
C (4.795, -2.272, 0.264)  0.001
C (4.748, -0.951, 0.257)  -0.018
C (3.522, -0.192, -0.173)  -0.277
H (-3.493, -4.431, -5.761)  0.083
H (-1.992, -5.029, -5.039)  0.109
H (-1.981, -4.142, -6.573)  0.083
H (-4.011, -1.959, -5.811)  0.098
H (-2.473, -1.680, -6.646)  0.098
H (-2.851, -0.788, -5.164)  0.095
H (-4.580, -4.246, -4.054)  0.118
H (-5.757, -4.134, -1.916)  0.118
H (-4.858, -2.753, -0.071)  0.117
H (-4.322, -1.872, 2.479)  0.103
H (-4.067, -3.588, 4.223)  0.115
H (-2.115, -5.101, 4.210)  0.114
H (-0.452, -4.957, 2.383)  0.112
H (-0.679, -3.204, 0.651)  0.095
H (-3.485, 0.232, 2.628)  0.089
H (-5.087, 2.077, 2.927)  0.116
H (-6.213, 3.075, 0.967)  0.115
H (-5.788, 2.168, -1.294)  0.115
H (-4.238, 0.279, -1.598)  0.109
H (2.807, -1.214, -4.204)  0.104
H (2.202, -2.595, -6.145)  0.118
H (-0.088, -3.409, -6.416)  0.119
H (-0.230, 2.202, -2.216)  0.067
H (0.170, 4.386, -3.256)  0.117
H (2.254, 4.785, -4.537)  0.118
H (3.906, 2.963, -4.787)  0.120
H (3.548, 0.801, -3.706)  0.107
H (2.176, -2.906, -1.867)  0.121
H (3.875, -4.055, -0.529)  0.158
H (5.659, -2.823, 0.610)  0.130
H (5.608, -0.377, 0.584)  0.126
H (2.915, -0.023, 0.732)  0.118
O (-0.953, -0.214, 2.561)  -0.213
H (-0.983, 0.480, 3.237)  -0.005
H (-0.360, -0.901, 2.899)  0.057
O (3.071, -4.225, 1.775)  0.135
N (2.756, -3.298, 1.079)  -0.326
O (1.865, -2.500, 1.324)  0.027

(2)
The following is a quantum chemistry calculation of C49H62CaGeN4P as an isolated structure, from the Open Molecules 2025 dataset.

- relative energy (zero: lowest compared OMol25 entry of this formula, charge and spin) (eV) = 0.9364
- net charge = -1
- spin multiplicity = 1
- E (a.u.) = -5219.340283

Last column: Löwdin charge in e.
Geometry (Å):
Ca (-0.355, -0.356, 0.390)  1.034
C (2.156, 1.060, 3.640)  -0.060
C (2.369, 1.921, 2.425)  -0.272
C (3.490, 1.772, 1.610)  -0.051
C (3.673, 2.567, 0.485)  -0.108
C (2.730, 3.531, 0.161)  -0.131
C (1.599, 3.680, 0.955)  -0.101
C (1.417, 2.876, 2.074)  -0.061
H (2.078, 0.007, 3.355)  0.065
H (1.211, 1.310, 4.118)  0.065
H (2.980, 1.164, 4.351)  0.075
H (4.236, 1.022, 1.848)  0.095
H (4.549, 2.421, -0.138)  0.097
H (2.877, 4.158, -0.712)  0.087
H (0.845, 4.422, 0.708)  0.094
H (0.516, 2.942, 2.668)  0.073
C (4.507, -1.749, 3.479)  -0.073
C (3.834, -2.423, 2.279)  -0.371
C (4.243, -3.901, 2.267)  -0.062
C (4.165, -1.741, 0.960)  -0.146
C (5.485, -1.388, 0.696)  -0.056
C (5.847, -0.757, -0.481)  -0.084
C (4.876, -0.464, -1.424)  -0.053
C (3.544, -0.791, -1.205)  -0.140
C (2.513, -0.484, -2.273)  -0.377
C (2.497, 0.996, -2.653)  -0.049
C (2.731, -1.362, -3.507)  -0.065
C (3.185, -1.443, -0.009)  -0.166
N (1.810, -1.733, 0.206)  0.005
C (1.483, -2.984, 0.327)  -0.137
C (0.170, -3.476, 0.516)  -0.361
C (-0.201, -4.827, 0.613)  -0.059
C (-1.590, -4.832, 0.716)  -0.052
C (-1.996, -3.480, 0.667)  -0.281
N (-0.941, -2.665, 0.558)  0.013
C (-3.405, -2.939, 0.778)  -0.538
C (-3.694, -2.594, 2.246)  -0.038
C (-3.567, -1.664, -0.056)  -0.070
C (-4.409, -3.987, 0.291)  -0.064
H (4.110, -2.169, 4.407)  0.084
H (4.330, -0.676, 3.497)  0.052
H (5.587, -1.919, 3.482)  0.071
H (2.757, -2.358, 2.425)  0.121
H (5.322, -3.987, 2.109)  0.079
H (3.747, -4.469, 1.480)  0.060
H (4.002, -4.370, 3.224)  0.079
H (6.249, -1.607, 1.434)  0.106
H (6.882, -0.493, -0.662)  0.097
H (5.156, 0.025, -2.351)  0.108
H (1.530, -0.734, -1.876)  0.076
H (3.457, 1.312, -3.075)  0.079
H (2.299, 1.625, -1.782)  0.062
H (1.722, 1.193, -3.399)  0.071
H (3.670, -1.105, -4.008)  0.076
H (1.913, -1.226, -4.220)  0.075
H (2.779, -2.420, -3.235)  0.076
H (2.257, -3.751, 0.242)  0.123
H (0.471, -5.675, 0.605)  0.092
H (-2.234, -5.693, 0.805)  0.085
H (-3.017, -1.806, 2.586)  0.067
H (-3.569, -3.475, 2.882)  0.083
H (-4.720, -2.228, 2.352)  0.080
H (-2.988, -0.836, 0.377)  0.034
H (-4.612, -1.337, -0.031)  0.083
H (-3.278, -1.837, -1.099)  0.063
H (-4.376, -4.889, 0.907)  0.072
H (-4.207, -4.273, -0.746)  0.080
H (-5.423, -3.583, 0.347)  0.078
N (-2.341, -0.186, -3.240)  -0.135
P (-1.869, 0.931, -2.041)  1.033
C (-0.949, 2.203, -2.972)  -0.373
C (-0.179, 3.099, -2.237)  -0.129
C (0.519, 4.113, -2.879)  -0.080
C (0.479, 4.217, -4.260)  -0.088
C (-0.266, 3.308, -5.002)  -0.089
C (-0.982, 2.310, -4.359)  -0.090
C (-3.475, 1.775, -1.802)  -0.333
C (-4.675, 1.067, -1.841)  -0.119
C (-5.881, 1.707, -1.592)  -0.090
C (-5.903, 3.057, -1.285)  -0.091
C (-4.712, 3.766, -1.229)  -0.075
C (-3.509, 3.132, -1.489)  -0.098
C (-1.862, -1.491, -3.244)  -0.408
C (-2.598, -2.518, -3.847)  -0.033
C (-2.094, -3.799, -3.790)  -0.075
C (-0.878, -4.029, -3.159)  -0.061
C (-0.219, -2.944, -2.618)  -0.139
N (-0.690, -1.696, -2.651)  0.115
H (-3.196, -0.028, -3.746)  0.094
H (-0.108, 3.009, -1.157)  0.089
H (1.107, 4.810, -2.294)  0.098
H (1.034, 4.999, -4.763)  0.099
H (-0.289, 3.380, -6.082)  0.098
H (-1.556, 1.597, -4.939)  0.095
H (-4.675, -0.001, -2.026)  0.085
H (-6.802, 1.137, -1.612)  0.102
H (-6.841, 3.551, -1.066)  0.100
H (-4.712, 4.815, -0.961)  0.107
H (-2.594, 3.705, -1.446)  0.086
H (-3.550, -2.304, -4.317)  0.106
H (-2.651, -4.619, -4.227)  0.105
H (-0.457, -5.021, -3.073)  0.103
H (0.738, -3.071, -2.133)  0.089
C (-4.435, 1.600, 2.069)  -0.247
Ge (-2.529, 1.948, 2.643)  0.552
C (-2.857, 2.393, 4.572)  -0.270
C (-2.199, 3.753, 1.826)  -0.243
C (-1.215, 0.700, 2.199)  -0.600
H (-5.101, 2.434, 2.329)  -0.003
H (-4.818, 0.690, 2.547)  -0.008
H (-4.475, 1.447, 0.988)  -0.030
H (-3.655, 3.133, 4.702)  -0.009
H (-1.941, 2.776, 5.033)  -0.012
H (-3.141, 1.479, 5.104)  -0.008
H (-3.043, 4.428, 2.009)  0.002
H (-2.072, 3.646, 0.747)  -0.033
H (-1.295, 4.221, 2.226)  -0.014
H (-1.322, -0.184, 2.867)  -0.163